Formula: C21H28FN3O2S
Source: OMol25
Level of theory: the ωB97M-V functional and the def2-TZVPD basis

The geometry in XYZ format:
```
56
Properties=species:S:1:pos:R:3
C 3.339 -1.640 -0.271
C 2.115 -0.695 0.212
C 1.969 0.607 -0.734
F 2.136 0.168 -2.125
C 0.479 1.231 -0.673
C 0.137 2.309 -1.753
C -1.288 2.937 -1.799
C -2.320 2.468 -0.751
C -1.959 1.415 0.361
C -0.543 0.772 0.412
N -2.952 1.017 1.374
C -4.236 0.594 0.798
C -4.883 -0.769 1.200
C -6.247 -1.130 0.531
C -6.994 -0.220 -0.469
C -6.352 1.134 -0.871
C -4.993 1.505 -0.240
S -4.085 3.081 -0.675
H 3.402 -2.562 0.424
H 3.196 -2.022 -1.336
H 4.311 -1.046 -0.217
H 2.310 -0.404 1.311
H 1.171 -1.361 0.152
H 2.779 1.387 -0.556
H 0.900 2.647 -2.533
H -1.579 3.724 -2.565
H -0.306 0.008 1.219
H -2.580 0.349 2.060
H -4.333 -1.467 1.931
H -6.703 -2.136 0.802
H -7.998 -0.475 -0.958
H -6.813 1.867 -1.630
C -1.111 3.794 4.454
N 0.137 3.867 3.722
C 1.185 4.744 4.207
C 0.358 3.137 2.592
O 1.381 3.152 1.933
H -1.566 4.788 4.484
H -0.907 3.456 5.474
H -1.804 3.098 3.978
H 1.425 5.477 3.432
H 2.079 4.152 4.416
H 0.865 5.259 5.113
H -0.499 2.505 2.311
C 3.536 -6.380 -3.070
N 4.049 -5.026 -3.126
C 3.556 -4.131 -4.155
C 4.979 -4.566 -2.241
O 5.447 -3.443 -2.236
H 3.759 -6.885 -4.013
H 2.454 -6.346 -2.921
H 3.993 -6.937 -2.250
H 4.396 -3.795 -4.769
H 3.098 -3.259 -3.682
H 2.822 -4.637 -4.783
H 5.286 -5.323 -1.502
```

## Properties
SMILES: CC[C@@H](F)c1ccc2c(c1)Nc1ccccc1S2.CN(C)C=O.CN(C)C=O
E_LUMO (eV): 0.397
Frontier orbital gap (eV): 8.08
Net charge: 0
Calculated total energy (a.u.): -1629.519244

---

Formula: C2H4N2S2
Source: OMol25
Level of theory: the ωB97M-V functional and the def2-TZVPD basis

The geometry in XYZ format:
```
10
Properties=species:S:1:pos:R:3
N 0.408 -1.725 -0.008
C 0.614 -0.449 -0.019
S 2.148 0.241 -0.007
C -0.637 0.440 -0.019
N -0.401 1.729 -0.014
S -2.148 -0.238 -0.009
H 1.174 -2.366 0.003
H -0.534 -2.105 0.022
H -1.180 2.405 0.060
H 0.556 2.069 -0.009
```

## Properties
SMILES: NC(=S)C(N)=S
E_LUMO (eV): -0.704
Frontier orbital gap (eV): 7.89
Net charge: 0
Calculated total energy (a.u.): -984.513707

---

Formula: C4H8O2
Source: OMol25
Level of theory: the ωB97M-V functional and the def2-TZVPD basis

The geometry in XYZ format:
```
14
Properties=species:S:1:pos:R:3
C 0.160 -1.984 0.661
C -0.145 -0.508 0.601
O -0.257 0.136 1.627
C -0.327 0.153 -0.752
C -0.163 1.664 -0.642
O 1.111 2.004 -0.139
H -0.772 -2.529 0.847
H 0.605 -2.346 -0.268
H 0.831 -2.175 1.502
H 0.392 -0.261 -1.467
H -1.331 -0.106 -1.123
H -0.961 2.078 -0.012
H -0.242 2.117 -1.633
H 1.101 1.756 0.796
```

## Properties
SMILES: CC(=O)CCO
E_LUMO (eV): 0.912
Frontier orbital gap (eV): 10.86
Net charge: 0
Calculated total energy (a.u.): -307.683118

---

Formula: H23O12
Source: OMol25
Level of theory: the ωB97M-V functional and the def2-TZVPD basis

The geometry in XYZ format:
```
35
Properties=species:S:1:pos:R:3
O 2.280 2.075 -1.318
H 1.242 0.224 1.455
H -0.729 3.245 -2.381
O -0.432 0.484 2.813
H -0.492 -0.399 2.440
H -1.043 1.041 2.330
O -3.066 1.068 0.562
H -2.438 0.818 -0.153
O -0.874 2.594 -3.080
H 2.770 -2.689 -1.271
H -0.258 1.970 -2.657
O 1.750 0.204 0.644
H 3.888 -1.393 2.163
H 1.036 -1.456 0.349
O -1.011 -1.946 -2.333
H 0.325 2.849 -0.104
H -3.732 1.573 0.084
O 3.609 -3.156 -1.207
H 3.776 -3.174 -0.258
H -0.530 -1.413 -1.679
O -4.629 -1.068 1.524
H -4.404 -1.049 0.616
H -3.938 -0.511 1.895
O 2.965 -1.661 2.167
H 2.497 -0.824 1.920
H 0.639 -2.543 -0.652
O -0.609 2.973 0.126
H 2.664 1.827 -2.155
H -0.815 -0.329 0.630
O -0.619 0.285 -0.066
H -0.681 2.239 0.740
H -1.905 -1.624 -2.396
O 0.274 -2.050 0.086
H 2.095 1.364 -0.683
H 0.394 0.453 -0.152
```

## Properties
E_LUMO (eV): 2.825
Frontier orbital gap (eV): 9.13
Net charge: -1
Calculated total energy (a.u.): -916.715355

---

Formula: C18H40HoN5P3S
Source: OMol25
Level of theory: the ωB97M-V functional and the def2-TZVPD basis

The geometry in XYZ format:
```
68
Properties=species:S:1:pos:R:3
Ho -0.873 -0.068 0.693
P -1.865 -1.060 -1.595
P 0.806 -2.339 0.469
P 2.733 1.453 -2.652
H -1.174 4.802 1.335
C -0.726 4.385 0.439
C -1.487 3.800 -0.518
H -2.360 3.192 -0.311
C -3.425 -1.707 -0.847
C -1.191 -2.497 -2.481
C -2.416 0.086 -2.889
C 1.997 -2.172 1.852
C -0.186 -3.802 1.015
C 1.864 -3.111 -0.799
C 3.778 2.544 -3.644
C 1.782 0.207 -3.542
C 3.481 0.659 -1.236
H 0.327 4.593 0.289
H -1.465 4.180 -1.547
H -3.865 -0.965 -0.152
H -3.221 -2.635 -0.281
H -4.109 -1.913 -1.685
H -0.942 -3.309 -1.779
H -0.282 -2.194 -3.022
H -1.960 -2.838 -3.189
H -2.620 1.081 -2.456
H -3.333 -0.337 -3.327
H -1.627 0.184 -3.649
H 2.365 -3.165 2.151
H 1.525 -1.683 2.721
H 2.845 -1.554 1.528
H 0.493 -4.648 1.209
H -0.899 -4.090 0.227
H -0.742 -3.592 1.943
H 2.336 -4.007 -0.375
H 2.650 -2.422 -1.125
H 1.272 -3.410 -1.671
H 4.798 2.113 -3.708
H 3.820 3.521 -3.116
H 3.353 2.676 -4.658
H 2.277 -0.020 -4.494
H 0.758 0.534 -3.745
H 1.730 -0.710 -2.951
H 4.567 0.740 -1.333
H 3.165 -0.395 -1.181
H 3.136 1.174 -0.334
C 0.383 2.053 0.824
C 1.604 2.193 1.506
C 1.634 2.373 2.882
C 0.470 2.227 3.648
C -0.748 1.981 3.032
C -0.834 2.024 1.641
S 0.256 2.070 -0.937
H 1.954 2.482 -2.014
H 2.530 2.327 0.934
H 2.550 2.730 3.334
H 0.411 2.422 4.719
H -1.666 1.890 3.608
H -1.818 1.958 1.114
N -1.726 -2.428 3.965
N -2.279 -1.184 3.650
N -3.595 -0.837 3.898
C -3.889 -0.075 2.848
N -2.915 -0.006 1.912
N -1.903 -0.775 2.439
H -0.725 -2.400 3.761
H -1.977 -2.779 4.888
H -4.803 0.475 2.764
```

## Properties
2S+1: 5
E_LUMO (alpha / beta) (eV): -10.068 / -10.072
<S²>: 6.005
Frontier orbital gap (alpha / beta) (eV): 4.82 / 4.83
Net charge: +3
Calculated total energy (a.u.): -3352.815418

---

Formula: C27H55N5O
Source: OMol25
Level of theory: the ωB97M-V functional and the def2-TZVPD basis

The geometry in XYZ format:
```
88
Properties=species:S:1:pos:R:3
O -7.152 -4.927 -0.594
C -6.141 -4.521 -1.071
C -4.668 -4.639 -0.477
C -4.159 -3.180 -0.849
C -3.712 -2.399 0.425
C -4.481 -2.450 1.657
C -4.131 -1.771 2.902
C -2.864 -1.013 2.792
C -2.222 -1.042 1.501
N -2.576 -1.660 0.355
C -5.222 -2.521 -1.837
N -5.969 -3.737 -2.315
H -3.944 -5.303 -1.013
H -4.638 -4.949 0.594
H -3.216 -3.163 -1.461
H -5.413 -3.070 1.655
H -4.724 -1.837 3.834
H -2.444 -0.465 3.666
H -1.267 -0.454 1.443
H -5.916 -1.743 -1.444
H -4.690 -2.201 -2.773
H -5.255 -4.324 -2.771
C 3.784 -3.962 4.403
C 3.021 -3.879 3.087
N 1.758 -3.168 3.195
C 0.893 -3.343 2.035
C 1.384 -2.796 0.693
C 1.825 -1.813 3.722
C 2.722 -0.807 2.995
H 3.161 -4.386 5.193
H 4.658 -4.607 4.284
H 4.143 -2.984 4.729
H 2.817 -4.907 2.770
H 3.677 -3.441 2.322
H -0.092 -2.917 2.250
H 0.710 -4.417 1.912
H 1.322 -1.708 0.652
H 0.752 -3.179 -0.112
H 2.410 -3.097 0.471
H 2.159 -1.869 4.763
H 0.813 -1.401 3.788
H 3.706 -1.217 2.759
H 2.880 0.068 3.632
H 2.265 -0.447 2.073
C 0.387 0.074 -6.133
C 0.708 0.325 -4.664
N -0.364 0.991 -3.944
C 0.043 1.500 -2.640
C 0.471 0.479 -1.582
C -1.664 0.341 -3.977
C -1.747 -1.098 -3.464
H 0.091 0.998 -6.634
H 1.271 -0.316 -6.643
H -0.411 -0.661 -6.256
H 1.597 0.963 -4.636
H 0.992 -0.627 -4.194
H -0.759 2.120 -2.226
H 0.879 2.192 -2.795
H -0.382 -0.063 -1.173
H 0.948 0.998 -0.744
H 1.193 -0.243 -1.968
H -2.027 0.353 -5.010
H -2.390 0.952 -3.433
H -0.945 -1.729 -3.853
H -2.693 -1.546 -3.780
H -1.725 -1.142 -2.374
C 3.763 4.061 2.333
C 2.995 4.159 1.020
N 1.743 4.888 1.135
C 0.872 4.727 -0.022
C 1.368 5.270 -1.363
C 1.832 6.241 1.666
C 2.742 7.235 0.939
H 3.137 3.644 3.125
H 4.627 3.405 2.208
H 4.137 5.033 2.660
H 2.775 3.135 0.702
H 3.654 4.590 0.254
H -0.107 5.166 0.197
H 0.674 3.655 -0.146
H 1.319 6.358 -1.401
H 0.728 4.896 -2.168
H 2.388 4.956 -1.589
H 2.169 6.176 2.706
H 0.828 6.668 1.737
H 3.718 6.810 0.698
H 2.915 8.105 1.578
H 2.287 7.604 0.020
```

## Properties
SMILES: O=C1C[C@H](c2ccccn2)CN1.CCN(CC)CC.CCN(CC)CC.CCN(CC)CC
E_LUMO (eV): 0.429
Frontier orbital gap (eV): 8.54
Net charge: 0
Calculated total energy (a.u.): -1410.681942

---

Formula: C5H10O2
Source: OMol25
Level of theory: the ωB97M-V functional and the def2-TZVPD basis

The geometry in XYZ format:
```
17
Properties=species:S:1:pos:R:3
O -0.056 -1.529 1.002
C 0.945 -0.609 1.368
C 1.592 0.069 0.154
C 0.526 0.783 -0.697
C -0.696 -0.073 -0.848
C -2.063 0.392 -0.896
O -1.668 0.191 0.418
H -0.903 -1.037 1.037
H 0.535 0.168 2.029
H 1.683 -1.188 1.928
H 2.360 0.786 0.480
H 2.111 -0.690 -0.446
H 0.200 1.706 -0.211
H 0.935 1.033 -1.685
H -0.474 -1.081 -1.230
H -2.238 1.419 -1.172
H -2.793 -0.341 -1.230
```

## Properties
SMILES: OCCC[C@@H]1CO1
E_LUMO (eV): 1.057
Frontier orbital gap (eV): 10.37
Net charge: 0
Calculated total energy (a.u.): -346.905570

---

Formula: C4H12SSi
Source: OMol25
Level of theory: the ωB97M-V functional and the def2-TZVPD basis

The geometry in XYZ format:
```
18
Properties=species:S:1:pos:R:3
C 1.986 -0.260 -1.063
C -0.107 -2.627 0.052
C -2.096 2.131 0.973
C 0.268 1.121 1.730
Si 0.211 -0.838 -0.512
S -0.284 2.606 1.123
H 2.015 0.756 -1.129
H 2.596 -0.478 -0.197
H 2.400 -0.880 -1.821
H -0.768 -2.571 0.799
H -0.336 -3.300 -0.792
H 0.774 -2.878 0.694
H -2.492 2.798 0.223
H -2.474 2.345 1.959
H -2.007 1.111 0.701
H 1.368 1.138 1.806
H -0.304 0.631 2.518
H -1.206 -0.698 -1.198
```

## Properties
E_LUMO (alpha / beta) (eV): 0.385 / 0.386
Frontier orbital gap (alpha / beta) (eV): 7.00 / 6.99
Net charge: 0
Calculated total energy (a.u.): -847.138745